# 1
Molecular formula: C5H10O
Method: DFT, ωB97M-V/def2-TZVPD

## Properties
Total charge: 0
Energy relative to the best compared isomer or geometry (same formula, charge and spin): 22.6 kcal per mole
SMILES: C[C@@H](O)C1CC1
E_tot: -271.71661 Eh

Geometry as XYZ:
```
16
Properties=species:S:1:pos:R:3:forces:R:3
H 1.903982 -1.442905 1.220773 -0.10 0.10 -0.11
O -0.915675 1.442320 -1.003632 0.15 0.22 -0.09
C -0.760941 0.140833 -0.459571 0.00 -0.31 0.16
H -0.613041 -0.590915 -1.274267 0.02 0.17 0.08
H -2.014001 -1.154842 0.750579 0.03 0.10 -0.07
H -2.902064 -0.172027 -0.434345 0.14 0.01 0.08
H 2.495494 0.930223 0.526485 -0.10 -0.13 -0.11
C 1.807974 0.362194 -0.093526 0.14 0.12 -0.09
H -0.029030 1.791531 -1.157033 -0.15 0.01 -0.04
C 1.443548 -1.033062 0.327173 0.04 -0.21 0.04
H 0.256700 0.445416 1.471514 0.02 -0.05 -0.16
H 1.281499 -1.761917 -0.463919 0.00 0.14 0.14
C -2.059780 -0.176085 0.263789 -0.04 -0.03 0.03
H -2.243218 0.592454 1.022793 0.03 -0.14 -0.08
C 0.439451 0.073559 0.463976 -0.13 0.06 0.06
H 1.909104 0.553225 -1.160787 -0.05 -0.06 0.16
```
Forces are in eV/Å.

Löwdin atomic charge list, values in e, 8 entries: H 0.099; O -0.037; C -0.436; H 0.144; H 0.084; H 0.081; H 0.101; C -0.125

---

# 2
Molecular formula: C5H6O
Method: DFT, ωB97M-V/def2-TZVPD

## Properties
Total charge: 0
Energy relative to the best compared isomer or geometry (same formula, charge and spin): 38.1 kcal per mole
SMILES: C=C1C=COC1
E_tot: -269.28560 Eh

Geometry as XYZ:
```
12
Properties=species:S:1:pos:R:3:forces:R:3
H 0.153697 1.911648 -0.234618 0.01 -0.23 -0.04
H 2.693546 -0.786038 0.428136 -0.20 0.08 -0.14
O 1.361072 0.707579 0.903140 -0.07 -0.15 0.13
H -0.708897 1.311076 1.178631 0.71 0.14 0.55
C 0.048064 1.046510 0.434097 -0.24 0.14 0.03
C 0.755731 -0.908753 -0.617330 -0.06 0.09 0.07
C -1.786110 -0.314785 -0.310409 -0.04 -0.25 -0.13
H 0.825513 -1.866338 -1.120123 0.01 0.30 -0.04
C -0.456068 -0.147071 -0.307195 -0.20 0.08 0.15
C 1.704257 -0.401876 0.197237 -0.01 -0.10 -0.15
H -2.382648 -0.858811 -1.026213 0.24 -0.64 0.15
H -2.322754 0.116869 0.532951 -0.16 0.55 -0.60
```
Forces are in eV/Å.

Löwdin atomic charge list, values in e, 8 entries: H 0.141; H 0.128; O -0.050; H 0.126; C -0.149; C -0.023; C 0.045; H 0.107

---

# 3
Molecular formula: C11H19CrF12N3O10S4
Method: DFT, ωB97M-V/def2-TZVPD

## Properties
Total charge: 0
Expectation value of S²: 6.01
E_tot: -5182.80362 Eh
2S+1: 5

Geometry as XYZ:
```
60
Properties=species:S:1:pos:R:3:forces:R:3
O -2.522202 -0.439743 -0.496499 0.18 0.27 -0.46
H -2.525463 -0.291929 -1.448605 -0.38 0.17 -0.54
F 1.061179 0.069367 -3.413019 -0.29 0.35 0.15
S 2.543415 -1.697850 -1.351594 -0.16 0.45 1.75
F 4.771026 2.588639 -1.685464 0.31 1.18 0.77
F 4.047022 1.152812 -3.007457 -0.25 -1.01 -0.03
H 2.038601 -1.642513 4.252143 -0.11 -0.23 0.25
N 2.459373 -0.325590 -0.561963 1.84 0.85 0.68
H 2.176454 0.082268 4.045873 -0.44 -0.40 0.00
F 3.162373 -4.158422 -0.647584 -0.12 -0.76 -0.53
H -0.294062 0.774119 2.447527 0.16 0.07 0.12
O -0.578932 2.739396 -3.531141 -0.09 0.07 -0.32
H 0.666590 -0.582998 4.717778 -0.01 -0.07 0.10
H -3.726396 -1.362986 1.419236 -0.28 0.49 0.21
N 0.481108 0.343161 1.946466 0.25 0.03 0.17
C -0.253720 -1.858665 2.478277 0.35 1.73 -1.29
F 0.074398 5.279540 0.199336 0.30 0.58 0.29
O -0.808565 2.577648 1.059702 -0.04 -0.26 1.57
O 1.217795 -2.180079 -1.187648 -2.21 -1.15 0.19
F -0.663149 0.088000 -4.713161 0.16 0.02 0.33
O 3.540680 1.513225 0.724242 -0.15 -0.38 0.18
H -5.200280 0.617476 -1.458769 0.15 0.06 -0.03
O -2.012844 3.576645 -0.833519 -1.20 0.92 -0.49
N -0.337132 1.712089 -1.194133 -1.17 -0.54 -1.15
F 2.628866 2.356188 -2.007081 -0.82 0.62 0.41
H -2.820485 0.008801 2.072901 -0.26 0.09 -0.30
H -1.931263 -2.946853 -0.286446 0.58 0.47 1.13
C -3.672910 0.251679 0.068397 -0.33 0.80 0.12
H -0.580142 -3.729442 0.542059 -0.62 -0.34 0.35
C -0.238829 0.173524 -3.459568 -0.46 -2.33 0.08
O 3.077392 -1.664049 -2.640486 1.47 -0.16 -1.81
F 4.852551 -2.800186 -0.365763 -1.56 -0.31 -0.31
C 3.774383 1.745230 -1.842393 0.94 -1.04 -0.86
H -1.075433 -1.410349 3.031554 -0.23 -0.03 0.26
C -1.395246 -3.008083 0.704281 0.28 -0.53 -1.49
C 0.554139 4.245737 -0.487133 -1.10 -0.22 0.17
O -0.702194 -1.801425 1.040158 0.09 -0.45 1.69
C 3.492755 -2.943795 -0.310769 1.74 1.33 0.45
S 3.805391 0.606458 -0.357944 0.21 -0.19 -1.11
H -3.565681 1.355295 -0.050220 0.49 -0.70 0.47
C 0.960831 -0.894677 2.612688 -0.82 -0.77 -2.68
C -3.717479 -0.257262 1.487325 0.60 -0.33 0.33
H -2.122658 -3.279822 1.480924 0.34 -0.01 -0.14
F 0.674525 4.590197 -1.752704 0.28 -0.12 -0.05
H -5.781484 -0.177542 -0.023228 -0.77 0.06 0.76
H 1.258860 1.000148 1.983302 -0.16 0.24 -0.38
Cr -0.436440 -0.121500 -0.148360 0.82 -0.18 1.12
F 1.711422 3.863812 0.022249 -0.40 -0.08 -0.11
H 1.795845 -1.185903 1.932129 -0.66 -0.30 0.59
H -4.831573 -1.075711 -1.149408 -0.07 -0.01 0.01
S -1.026023 1.636340 -2.758652 1.50 1.99 1.75
O 5.093580 -0.058296 -0.473216 -1.73 0.41 0.31
F 3.150941 -2.769210 0.973975 -0.16 0.07 0.17
C 1.458180 -0.763789 3.990186 0.90 0.88 0.98
F -0.800925 -0.938149 -2.759953 0.81 1.28 -0.69
O -2.398268 1.267996 -2.731182 -0.96 -0.41 0.09
H -4.586344 0.110153 2.023566 -0.10 -0.05 0.01
C -4.951050 -0.096036 -0.676405 0.78 -0.60 -1.10
H -0.119155 -2.865601 2.841517 0.31 -0.40 -0.39
S -0.853353 3.002515 -0.286326 2.27 -1.16 -1.79
```
Forces are in eV/Å.

Löwdin atomic charge list, values in e, 8 entries: O -0.154; H 0.056; F 0.189; S 0.536; F 0.156; F 0.137; H 0.091; N -0.303

---

# 4
Molecular formula: C29H30Cl3GeNNiOP2
Method: DFT, ωB97M-V/def2-TZVPD

## Properties
Total charge: +1
Energy relative to the best compared isomer or geometry (same formula, charge and spin): 24.1 kcal per mole
Expectation value of S²: 3.76
E_tot: -6901.45038 Eh
2S+1: 4

Geometry as XYZ:
```
68
Properties=species:S:1:pos:R:3:forces:R:3
C 4.672413 -0.867524 -0.117599 0.03 -0.06 -0.01
H 4.929113 1.454676 2.313101 0.07 0.11 0.06
C -2.100387 0.078376 2.214801 -0.33 0.48 0.79
H -3.368687 -2.391524 -1.977299 0.06 0.00 -0.16
H -1.961687 -1.570224 3.592301 -0.02 -0.05 -0.04
H 0.797413 2.665776 2.498601 -0.15 -0.08 0.00
Cl -1.205287 4.612176 -3.412199 -0.30 -0.63 0.50
C 0.996213 1.725276 -2.662199 0.02 -0.09 0.17
H -2.707487 1.761976 0.954601 0.10 -0.19 -0.03
H 0.812913 -1.587224 -2.054499 0.02 -0.16 -0.05
C 1.807313 -0.179524 3.692001 -0.26 -0.11 0.04
H 1.205113 0.445876 -5.790499 -0.01 0.03 -0.06
C 3.129813 0.949676 1.287401 0.03 0.06 -0.30
Ni -1.365887 -0.269124 0.290601 0.27 -1.81 -1.71
C 3.313613 -0.779224 -0.360799 -0.04 0.04 -0.03
H 1.866313 0.741776 4.256401 0.02 0.07 0.08
H 6.328713 -0.109524 1.006701 0.07 0.00 0.04
O -2.086587 0.413876 -1.537499 -0.01 0.70 0.33
C -2.372487 -1.939124 -1.935599 0.10 0.19 0.46
C -4.619487 -0.960824 1.584201 0.03 0.14 -0.18
C 2.533713 0.163276 0.307501 -0.14 -0.19 0.31
C 0.674813 -0.441924 2.923001 -0.30 0.06 0.08
C -2.576387 -1.091324 2.839301 -0.07 -0.07 -0.19
H -4.171287 -2.498324 3.009801 -0.02 -0.05 0.05
H -0.487587 2.375176 -0.190499 0.13 0.05 0.07
H -0.832587 3.025576 1.997501 0.13 -0.08 0.03
C -3.818887 -1.601724 2.522001 0.24 -0.02 0.08
H -4.829187 0.739376 0.298001 -0.06 0.03 -0.07
N -3.165387 -0.185324 -3.414199 -0.05 0.37 -0.11
H 1.083913 -1.663124 -4.507499 0.00 -0.06 -0.07
C 0.583513 -1.660724 2.249601 -0.11 0.08 0.04
C 0.924813 0.541376 -1.940499 -0.21 -0.14 0.15
C -2.939887 0.755176 1.301301 -0.56 0.32 0.69
Ge -2.248187 3.123776 -2.136199 -0.62 1.29 -0.29
C 4.484413 0.840176 1.545901 0.16 0.07 -0.01
H -2.459987 -2.599924 0.142701 0.24 0.00 -0.17
H 1.183513 2.785876 0.214501 -0.12 0.00 -0.08
C 5.265813 -0.046724 0.827801 -0.05 -0.02 0.06
C -2.533687 -0.473424 -2.286599 -0.07 -0.89 -0.25
H -3.513587 -0.919024 -4.007899 0.00 0.00 0.05
C -4.187587 0.211176 0.988301 -0.16 -0.06 0.00
H 1.081813 2.608076 -4.602199 0.06 0.10 -0.06
C -0.044087 2.265676 1.922101 -0.21 -0.42 -0.01
C -1.742087 -2.150824 -0.557399 -0.03 0.49 0.34
H 3.597413 -2.967124 3.049101 0.08 -0.09 0.01
C 1.053513 -0.711424 -3.997199 -0.01 -0.15 -0.08
H 2.553113 1.659576 1.855001 -0.06 0.12 0.00
C 0.928713 -0.673624 -2.623099 -0.13 0.08 0.15
H 2.867113 -1.433924 -1.091699 0.00 -0.05 -0.13
C 2.775413 -2.269224 3.027601 -0.01 0.06 -0.02
C 1.636613 -2.556924 2.290501 -0.04 -0.06 -0.05
H -0.307787 -1.911824 1.671501 0.26 -0.05 0.16
C 2.852013 -1.084924 3.739301 0.03 -0.03 0.06
H 5.279013 -1.572824 -0.666899 -0.03 -0.08 -0.05
H -3.400887 0.777376 -3.638999 0.03 -0.26 -0.03
Cl -4.246887 2.919876 -3.120799 0.74 -0.02 0.39
P 0.772213 0.389876 -0.129799 0.73 0.96 -0.54
C 1.120613 0.472076 -4.713999 -0.06 0.02 -0.06
H 1.012913 2.680176 -2.158099 -0.03 0.13 0.03
P -0.635987 0.847376 2.993201 0.35 0.46 0.59
Cl -2.725787 4.224876 -0.245599 0.24 -0.56 -0.64
H -0.840587 -2.765624 -0.616999 -0.14 0.08 0.12
C 0.361713 2.100876 0.448001 0.24 -0.09 -0.22
H -1.767687 -2.391224 -2.723399 -0.05 -0.02 -0.12
H 3.726713 -0.862924 4.330801 0.09 0.02 0.05
C 1.065313 1.683576 -4.046199 0.05 0.13 -0.12
H 1.574013 -3.481024 1.736301 -0.03 -0.13 -0.02
H -5.587687 -1.371024 1.342601 -0.11 0.02 -0.05
```
Forces are in eV/Å.

Löwdin atomic charge list, values in e, 8 entries: C -0.063; H 0.114; C -0.478; H 0.124; H 0.120; H 0.069; Cl 0.097; C -0.110

---

# 5
Molecular formula: C18H21F6N2OPSe2Sr
Method: DFT, ωB97M-V/def2-TZVPD

## Properties
Total charge: 0
Energy relative to the best compared isomer or geometry (same formula, charge and spin): 1.4 kcal per mole
E_tot: -6657.61765 Eh

Geometry as XYZ:
```
52
Properties=species:S:1:pos:R:3:forces:R:3
C -0.432370 -0.019981 -2.658292 0.01 0.00 -0.06
Se 2.242595 -1.647595 1.045636 0.01 -0.03 0.08
H -1.306853 0.628757 -2.638769 0.04 -0.03 -0.01
H 1.335895 -6.958867 4.934808 0.00 0.00 0.00
F -3.366821 4.455537 0.399386 0.05 0.02 0.01
C 1.621983 -3.298159 3.757186 -0.02 -0.03 0.01
C 5.459867 -0.199833 5.581351 0.04 0.01 -0.02
F -2.416603 2.506751 -2.115984 -0.05 0.09 0.04
N 0.643016 1.575943 -1.118445 -0.05 0.02 0.05
H -4.273844 1.648526 1.924319 0.00 -0.01 0.00
H 3.433275 -6.153546 3.899581 0.00 -0.01 0.00
C -2.597072 3.381957 0.641033 -0.11 -0.10 -0.03
H 1.017852 1.437230 -3.220780 0.01 -0.01 0.03
F -3.963153 1.018510 -1.877015 0.04 -0.01 0.02
C 0.808194 0.799495 -2.354838 0.09 0.02 -0.09
F -1.382740 3.635608 0.105109 0.01 0.04 -0.03
H 2.282806 -1.298263 5.977331 -0.01 0.00 -0.01
H 6.314055 0.117413 6.165450 0.01 0.00 0.00
H -0.346193 -0.423522 -3.672322 0.00 0.00 0.02
C 2.699746 -4.168135 3.598231 -0.02 -0.02 0.01
H 3.615051 -3.817640 3.136214 0.00 0.01 0.00
H 4.234519 -0.584541 7.302361 0.00 0.00 0.00
H -0.384782 -3.065828 4.461186 0.00 0.01 0.01
C 2.595329 -5.480056 4.023189 0.03 -0.01 -0.01
C 4.435993 -0.618526 3.447348 -0.05 -0.01 0.02
C -3.518971 2.192998 -1.392884 -0.10 -0.04 -0.02
C 3.197430 -0.999868 5.478860 0.06 0.02 0.05
H -0.574120 -5.416868 5.213416 0.00 -0.01 0.00
O -2.302955 1.061213 0.270022 0.07 0.02 0.10
H -1.595207 -1.413686 -1.724739 0.02 -0.05 0.00
H -0.030361 -1.867402 -1.840207 0.00 -0.01 0.02
H -4.970908 0.893185 0.486309 0.01 0.01 0.00
Sr -0.360869 0.008060 0.807023 -0.12 0.10 -0.14
H 6.437980 0.098444 3.695278 0.01 0.01 0.01
C 3.269793 -1.014015 4.088074 0.05 0.01 -0.03
C -3.206403 2.052275 0.120025 0.07 0.05 -0.11
H -5.217451 2.629250 0.780845 -0.01 0.00 0.00
H 1.484402 2.105695 -0.922108 0.00 0.01 -0.01
C 5.530366 -0.210180 4.197458 0.03 0.02 0.02
H -0.115006 2.246144 -1.230336 0.04 -0.02 0.02
C 4.292309 -0.595155 6.221808 -0.04 -0.01 0.04
C 0.445520 -3.748941 4.338307 0.02 0.00 -0.01
F -4.450584 3.109744 -1.695637 0.03 0.02 0.07
N -0.640334 -1.077769 -1.656348 -0.06 -0.05 0.08
H 4.483058 -0.631963 2.366246 -0.01 -0.01 0.00
C -4.514412 1.802101 0.874832 -0.06 0.01 -0.05
C 1.415967 -5.931408 4.603945 -0.01 -0.04 0.01
H 1.667027 0.135113 -2.223492 0.00 0.00 -0.02
P 1.811378 -1.588935 3.175879 -0.13 0.11 -0.18
Se 0.097737 -0.402520 3.787447 0.12 -0.07 0.07
C 0.344698 -5.068331 4.760138 -0.02 -0.01 0.01
F -2.410853 3.313945 1.968186 0.01 -0.01 0.03
```
Forces are in eV/Å.

Löwdin atomic charge list, values in e, 8 entries: C -0.258; Se 0.175; H 0.093; H 0.102; F 0.155; C -0.416; C -0.084; F 0.122

---

Look up the total charge of the second one.
0

---

What is the total charge in the second record?
0